one.
Computed, not measured: a structure of composition C4H7IN2, with the ωB97M-V functional and the def2-TZVPD basis.

Geometry as XYZ:
```
14
Properties=species:S:1:pos:R:3:mulliken_charge:R:1
C -0.61923 2.41345 -0.37396 -0.71
C 0.09525 1.58103 0.38694 -0.12
C 0.41232 0.21015 -0.16142 -0.37
C 0.06261 -0.82991 0.87336 -0.07
N -0.16699 -2.66697 -0.48154 -0.33
N -0.25604 -2.03747 0.69641 -0.39
I 2.55084 0.58546 -0.14686 0.06
H -1.06226 3.39815 -0.06955 0.26
H -0.82743 1.93494 -1.32963 0.21
H 0.36302 1.75037 1.49807 0.28
H 0.19390 -0.01756 -1.16110 0.47
H -0.06420 -0.53729 1.89568 0.30
H -0.36090 -2.17808 -1.33177 0.20
H -0.32090 -3.60626 -0.29464 0.22
```

Output
Net charge: 0
Frontier orbital gap, eV: 8.99
Molar mass, g/mol: 210.018
LUMO energy, eV: 0.2

***

two.
Computed, not measured: a cluster of 2 separate species, C4H7IN2 in total, with the ωB97M-V functional and the def2-TZVPD basis.

Geometry as XYZ:
```
14
Properties=species:S:1:pos:R:3:mulliken_charge:R:1
C -0.41129 0.80021 0.73310 -0.02
C 0.62142 -1.80330 -1.67193 -0.21
C -0.30045 -0.18625 1.82400 -1.54
C -0.96603 0.60904 -1.58102 -0.28
N 1.70236 -1.72586 -1.32948 -0.06
N -1.25565 0.51077 -0.36096 -0.34
I 1.59177 1.72296 0.19569 -0.10
H -1.01394 1.57053 1.22227 0.43
H -1.22211 -0.47221 2.14044 0.43
H 0.17409 -0.99695 1.46299 0.40
H 0.25355 0.14501 2.57920 0.50
H -1.63960 0.21150 -2.34201 0.31
H -0.06717 1.18320 -2.03615 0.18
H 2.53305 -1.56867 -0.83615 0.30
```

Output
Net charge: 0
Frontier orbital gap, eV: 9.87
Molar mass, g/mol: 210.018
LUMO energy, eV: 0.4

***

Which one sits at the bottom of the stability order? two does.

***

one.
Computed, not measured: a structure of composition C4H11N2O, with the ωB97M-V functional and the def2-TZVPD basis.

Geometry as XYZ:
```
18
Properties=species:S:1:pos:R:3:mulliken_charge:R:1
C -0.07974 -0.70442 0.58820 -0.53
N -1.42252 -0.68022 0.04935 -0.42
C -2.29566 0.46950 0.44535 -0.11
O -3.12286 0.77277 -0.54620 -0.88
C 0.90703 0.41198 0.11663 -0.45
N 2.21232 0.16997 0.63615 -0.50
C 3.26674 -0.34993 -1.01777 -0.89
H 0.38069 -1.66717 0.35185 0.25
H -0.07204 -0.65671 1.68102 0.28
H -1.52468 -0.61189 -0.96100 0.27
H -1.58307 1.30672 0.78180 -0.01
H -2.78270 0.20784 1.42557 0.17
H 0.50247 1.40126 0.38755 0.33
H 0.74012 0.45237 -0.98064 0.31
H 3.27853 -0.00555 0.16108 0.23
H 3.48544 0.48889 -1.66920 0.29
H 2.38523 -0.83658 -1.42136 0.27
H 4.00500 -1.14167 -0.92618 0.37
```

Output
Net charge: -1
Frontier orbital gap, eV: 5.32
Molar mass, g/mol: 103.145
LUMO energy, eV: 3.0

***

two.
Computed, not measured: a cluster of 2 separate species, C4H11N2O in total, with the ωB97M-V functional and the def2-TZVPD basis.

Geometry as XYZ:
```
18
Properties=species:S:1:pos:R:3:mulliken_charge:R:1
N -0.71331 2.15779 -0.48017 -0.57
C 0.46519 2.90544 -0.63121 0.04
N 0.68140 4.00566 -0.01226 -0.76
H -1.24232 2.62124 0.30767 0.25
H -0.68417 1.09346 -0.66062 0.45
H 1.21879 2.47155 -1.30066 0.32
H 1.58699 4.36938 -0.25279 0.20
C -1.01426 -0.88412 0.08372 -0.48
O -0.47506 -0.29990 -0.99196 -0.84
C 0.02441 -1.67721 0.91449 -0.36
C 0.63628 -2.81040 0.05714 -1.06
H -1.86658 -1.56044 -0.25375 0.22
H -1.54273 -0.19276 0.80805 0.23
H -0.39810 -2.05885 1.84211 0.34
H 0.86866 -0.93894 1.10519 0.20
H 1.65906 -3.07789 0.37931 0.30
H 0.81896 -2.44799 -0.97528 0.26
H -0.02322 -3.67601 0.06100 0.27
```

Output
Net charge: -1
Frontier orbital gap, eV: 7.73
Molar mass, g/mol: 103.145
LUMO energy, eV: 4.3

***

Which one sits at the bottom of the stability order? one does.

***

one.
Computed, not measured: a cluster of 6 separate species, C5H21NO7 in total, with the ωB97M-V functional and the def2-TZVPD basis.

Geometry as XYZ:
```
34
Properties=species:S:1:pos:R:3:mulliken_charge:R:1
N -0.31350 -2.17253 -1.37027 -0.71
C -0.12326 -1.45933 -0.01563 -0.27
C 1.14155 -1.65810 0.80749 -0.72
C 1.69474 -0.24265 1.43256 -0.29
C 2.91629 0.00481 0.61307 -0.55
C 2.78386 1.07990 -0.42384 0.41
O 2.71239 2.22354 -0.16106 -0.51
O 3.00249 0.63670 -1.70682 -0.49
H 0.65988 -2.22263 -1.76991 0.21
H -0.81525 -2.94441 -1.42206 0.22
H -1.00986 -1.66508 0.62625 0.12
H 0.05276 -0.54062 -0.30173 0.37
H 2.05396 -1.97758 0.23437 0.23
H 1.09427 -2.36175 1.57565 0.50
H 0.93299 0.46924 1.11754 0.06
H 1.90214 -0.42734 2.54128 0.38
H 3.14037 -0.99434 0.30483 0.33
H 3.72605 0.33892 1.13839 0.47
H 3.13540 1.32730 -2.35214 0.33
O -1.35891 0.88975 1.21759 -0.55
H -1.98770 1.38105 0.71705 0.30
H -0.99370 1.58502 1.87036 0.31
O -0.61890 3.39516 0.82381 -0.65
H -0.69864 2.65755 0.32141 0.28
H -0.38491 4.25587 0.31661 0.28
O -1.24050 1.49994 -1.69773 -0.59
H -1.45172 0.77996 -2.30672 0.28
H -0.41705 1.67064 -1.47194 0.24
O -2.93337 -1.32959 -1.30678 -0.62
H -2.03999 -1.71931 -1.47193 0.37
H -3.29710 -0.65778 -1.79876 0.27
O -3.88409 -0.29316 1.49138 -0.63
H -3.10237 -0.80509 1.76625 0.30
H -4.27832 -0.72406 0.66144 0.30
```

Output
Net charge: 0
Structure (SMILES): NCCCCC(=O)O.O.O.O.O.O
Frontier orbital gap, eV: 10.20
Molar mass, g/mol: 207.223
LUMO energy, eV: 0.4

***

two.
Computed, not measured: a cluster of 6 separate species, C5H21NO7 in total, with the ωB97M-V functional and the def2-TZVPD basis.

Geometry as XYZ:
```
34
Properties=species:S:1:pos:R:3:mulliken_charge:R:1
C -1.77676 2.56556 -1.35281 -1.11
C -0.73253 1.46516 -1.34513 0.72
O 0.21182 1.63038 -2.10709 -0.70
N -0.62577 0.43844 -0.41643 0.37
C -1.70507 0.16358 0.49451 -0.75
C -1.90407 1.08952 1.74370 -0.44
C -0.58011 1.43785 2.36125 -0.62
O 0.25478 0.27148 2.62034 -0.50
H -1.91559 2.97959 -2.36334 0.36
H -2.68935 2.31172 -0.82353 0.29
H -1.25331 3.32394 -0.77034 0.26
H 0.20520 -0.09436 -0.29772 0.05
H -2.72110 0.13344 0.08663 0.38
H -1.57251 -0.85861 0.87418 0.20
H -2.56221 0.61140 2.47630 0.36
H -2.30189 2.04939 1.39942 0.26
H -0.64904 1.92883 3.34082 0.37
H 0.14494 2.00501 1.76794 0.25
H -0.33787 -0.37811 3.02592 0.30
O 1.53393 -2.48918 1.11090 -0.65
H 2.32241 -2.07372 0.68281 0.35
H 1.42973 -1.87310 1.84604 0.27
O -0.50686 -3.31850 -0.22073 -0.73
H 0.35354 -3.13200 0.27507 0.44
H -1.09059 -3.44968 0.53272 0.25
O 2.56940 0.53348 -2.26223 -0.73
H 2.06212 -0.20684 -2.64396 0.37
H 1.95741 0.97765 -1.62833 0.37
O 3.22793 -0.79779 -0.09784 -0.69
H 3.72551 -0.07443 0.29979 0.28
H 3.11733 -0.35625 -1.00336 0.41
O 0.73503 -1.98554 -2.36204 -0.57
H 0.84222 -2.14527 -3.30942 0.27
H 0.23133 -2.68305 -1.93402 0.30
```

Output
Net charge: 0
Structure (SMILES): CC(=O)NCCCO.O.O.O.O.O
Frontier orbital gap, eV: 10.06
Molar mass, g/mol: 207.223
LUMO energy, eV: 0.4

***

Which one sits at the bottom of the stability order? one does.

***

one.
Computed, not measured: a cluster of 2 separate species, C4H4F2 in total, with the ωB97M-V functional and the def2-TZVPD basis.

Geometry as XYZ:
```
10
Properties=species:S:1:pos:R:3:mulliken_charge:R:1
F -3.26918 -1.85639 0.48219 -0.21
C -3.12592 -0.73942 -0.16640 0.65
C -2.68391 0.00241 -1.30079 -0.96
C -3.31424 0.59064 -0.16324 0.73
F -3.78200 1.59270 0.51763 -0.21
C 0.33118 0.03744 0.10712 -0.91
H 1.24812 -0.07456 -0.45325 0.28
H -0.32284 0.72478 -0.40820 0.18
H 0.55648 0.41756 1.09681 0.27
H -0.14771 -0.92722 0.19669 0.18
```

Output
Net charge: 0
Structure (SMILES): FC1=C=C1F.C
Frontier orbital gap, eV: 10.23
Molar mass, g/mol: 90.072
LUMO energy, eV: 0.5

***

two.
Computed, not measured: an isolated molecule of C4H4F2, with the ωB97M-V functional and the def2-TZVPD basis.

Geometry as XYZ:
```
10
Properties=species:S:1:pos:R:3:mulliken_charge:R:1
C -1.18957 0.89875 -0.45099 -0.61
C -0.76753 -0.14491 0.26934 0.08
C 0.51020 -1.01532 0.50949 -0.63
C 1.57638 -0.38915 0.07014 0.52
F 2.77818 -0.68237 -0.35383 -0.23
F 1.31794 0.83005 -0.38747 -0.19
H -0.93390 1.48192 -1.39925 0.23
H -2.07453 1.39545 -0.11445 0.22
H -1.58420 -0.38875 1.02528 0.21
H 0.36703 -1.98568 0.83174 0.41
```

Output
Net charge: 0
Structure (SMILES): C=CC=C(F)F
Frontier orbital gap, eV: 9.93
Molar mass, g/mol: 90.072
LUMO energy, eV: 0.8

***

Which one sits at the bottom of the stability order? one does.

***

one.
Computed, not measured: a cluster of 2 separate species, C5H15NO in total, with the ωB97M-V functional and the def2-TZVPD basis.

Geometry as XYZ:
```
22
Properties=species:S:1:pos:R:3:mulliken_charge:R:1
C 0.92791 -1.03629 2.11539 -1.20
C -0.42191 -0.40777 1.86381 -0.22
C -0.37270 0.73993 0.85988 -0.73
N -0.44747 0.37249 -0.56269 -0.23
C 0.35986 -0.68067 -1.21396 -0.62
C -0.10960 -2.15499 -0.96132 -1.08
H 0.91320 -2.07027 2.55303 0.32
H 1.51226 -1.29810 1.24699 0.26
H 1.51957 -0.38180 2.74219 0.33
H -0.88629 -0.13549 2.83352 0.36
H -1.14300 -1.18301 1.56332 0.25
H -1.16474 1.46647 1.09342 0.39
H 0.51053 1.40648 0.96469 0.32
H -1.35785 0.32643 -1.00484 0.26
H 1.38157 -0.51328 -0.85712 0.39
H 0.41861 -0.51060 -2.30431 0.33
H 0.07328 -2.76550 -1.84646 0.38
H -1.19802 -2.21248 -0.85790 0.33
H 0.65370 -2.54945 -0.29412 0.21
O -0.01603 2.86227 -1.93490 -0.71
H -0.23739 3.63752 -1.39928 0.31
H -0.00333 2.14178 -1.26306 0.35
```

Output
Net charge: 0
Structure (SMILES): CCCNCC.O
Frontier orbital gap, eV: 9.80
Molar mass, g/mol: 105.181
LUMO energy, eV: 1.0

***

two.
Computed, not measured: a cluster of 2 separate species, C5H15NO in total, with the ωB97M-V functional and the def2-TZVPD basis.

Geometry as XYZ:
```
22
Properties=species:S:1:pos:R:3:mulliken_charge:R:1
C -0.06487 -2.24339 0.12856 -1.44
C 0.18788 -0.82280 0.69494 0.21
C 0.67568 -1.17275 2.29040 -1.46
C -0.99241 0.12206 0.46394 0.28
C -0.46803 1.57612 0.29045 -1.52
N -1.86784 0.22330 1.69032 -0.79
H 0.69247 -2.61931 -0.45920 0.38
H -0.99999 -2.22970 -0.29381 0.45
H -0.49097 -3.03126 0.87199 0.27
H 1.07540 -0.51548 0.06899 0.33
H 1.23586 -0.22039 2.37773 0.34
H -0.15848 -1.26453 2.88986 0.42
H 1.38643 -1.96320 2.22266 0.44
H -1.66044 -0.19823 -0.30624 0.43
H -0.29860 1.75557 -0.79829 0.33
H -1.21590 2.21069 0.80267 0.45
H 0.44811 1.94026 0.68544 0.34
H -2.05757 -0.76384 2.08576 0.25
H -1.37892 0.82739 2.38926 0.27
O 2.25488 2.58007 -5.81769 -0.65
H 1.26999 2.50886 -5.82396 0.32
H 2.42731 3.30055 -6.45378 0.32
```

Output
Net charge: 0
Structure (SMILES): CC(C)[C@H](C)N.O
Frontier orbital gap, eV: 10.10
Molar mass, g/mol: 105.181
LUMO energy, eV: 0.9

***

three.
Computed, not measured: a cluster of 2 separate species, C5H15NO in total, with the ωB97M-V functional and the def2-TZVPD basis.

Geometry as XYZ:
```
22
Properties=species:S:1:pos:R:3:mulliken_charge:R:1
C -0.54615 1.42165 -2.21363 -1.13
C 0.58858 1.70625 -1.20384 -0.34
N 0.87866 0.69918 -0.23293 -0.36
C 0.13450 0.69449 1.04123 0.35
C 0.83781 -0.10044 2.16037 -1.08
C -1.29481 0.08615 0.72708 -1.25
H -1.53345 1.81805 -1.84589 0.23
H -0.64229 0.31950 -2.13410 0.32
H -0.48038 1.85717 -3.22578 0.35
H 1.48831 1.69331 -1.96147 0.31
H 0.56689 2.68748 -0.71479 0.31
H 1.88362 0.60156 -0.17112 0.24
H -0.09531 1.76166 1.31487 0.19
H 1.66430 0.40897 2.67365 0.34
H -0.09435 -0.12728 2.78018 0.30
H 0.95585 -1.17655 1.91209 0.28
H -1.92268 0.10882 1.64133 0.46
H -1.74469 0.72672 -0.03702 0.23
H -1.21355 -0.98680 0.48532 0.25
O -0.00657 -5.05570 -0.21276 -0.64
H 0.71248 -4.59969 0.23489 0.32
H -0.13678 -4.54451 -1.01768 0.32
```

Output
Net charge: 0
Structure (SMILES): CCNC(C)C.O
Frontier orbital gap, eV: 9.40
Molar mass, g/mol: 105.181
LUMO energy, eV: 0.8

***

four.
Computed, not measured: a cluster of 2 separate species, C5H15NO in total, with the ωB97M-V functional and the def2-TZVPD basis.

Geometry as XYZ:
```
22
Properties=species:S:1:pos:R:3:mulliken_charge:R:1
C -1.87342 0.81447 0.78745 -1.39
C -1.14942 -0.16679 -0.05510 1.04
C -1.48872 -1.54349 0.16302 -1.81
C 0.40195 0.05104 0.04725 -0.25
C 1.16372 -0.46661 -1.12548 -1.17
N 1.05595 -0.51727 1.28237 -0.63
H -2.68277 0.32406 1.21938 0.49
H -2.07909 1.78771 0.28007 0.29
H -1.20564 1.11892 1.71699 0.20
H -1.34802 0.04721 -1.16322 0.25
H -0.61783 -2.21533 0.23698 0.30
H -1.87194 -1.84461 1.17811 0.39
H -2.27800 -1.90596 -0.40035 0.46
H 0.68606 1.34446 0.04710 0.30
H 0.64209 -0.41072 -2.04777 0.43
H 1.95624 0.32527 -1.27204 -0.15
H 1.66866 -1.30835 -0.89368 0.43
H 0.63109 -1.28608 1.53755 0.25
H 0.84419 0.27996 2.03909 0.33
O 2.59754 2.27661 -1.23247 -0.65
H 2.36609 1.73034 -0.40548 0.45
H 2.58126 1.56517 -1.93977 0.44
```

Output
Net charge: 0
Structure (SMILES): CC(C)[C@H](C)N.O
Frontier orbital gap, eV: 10.59
Molar mass, g/mol: 105.181
LUMO energy, eV: 0.8

***

Which one sits at the bottom of the stability order? four does.